The following is a quantum chemistry calculation of a molecular structure, C5H10MgO3, from OMol25.

Each line ends with the Mulliken charge.
Geometry (Å):
C: -0.36223 -2.82584 -0.35637  -0.2737
O: 0.96374 -2.41613 -0.35411  -0.6348
C: -1.29242 -1.72997 -0.87417  -0.4898
O: -0.97490 -0.53606 -0.13537  -0.4714
C: -0.81456 0.63323 -0.79579  -0.4967
C: -0.26448 1.71261 0.05367  -0.1166
O: 1.02548 1.27846 0.54071  -0.2807
C: 1.68595 2.22453 1.37965  -0.6468
Mg: 1.36163 -0.66845 0.18527  1.0218
H: -0.70419 -3.11490 0.65746  0.2968
H: -0.51847 -3.70551 -1.00893  0.3384
H: -2.35025 -1.96310 -0.69834  0.2889
H: -1.11780 -1.55774 -1.94610  0.3511
H: -1.17833 0.75901 -1.81556  0.4841
H: -0.89834 1.91148 0.93572  0.3565
H: -0.13092 2.63344 -0.52961  0.3860
H: 2.66027 1.80549 1.64783  0.2873
H: 1.82392 3.16473 0.83051  0.2850
H: 1.08589 2.39473 2.28355  0.3145

Forces on the atoms, in the same order (eV/Å):
-0.6 -0.3 0.1
0.6 1.0 0.3
-0.3 -0.7 -0.5
0.4 0.5 0.4
0.1 0.2 -0.3
-0.9 0.3 -0.4
0.7 -0.9 0.0
0.2 0.5 0.4
-1.0 -0.7 -0.4
0.1 0.0 -0.3
0.1 0.3 0.2
0.3 0.1 -0.1
0.0 0.1 0.3
0.1 -0.1 0.4
0.2 0.0 -0.2
-0.1 -0.2 0.2
-0.2 0.2 0.0
0.0 -0.2 0.2
0.2 0.0 -0.2

Computed properties:
**Expectation value of S²**: 0.754
**HOMO energy (spin up / spin down)**: -0.447 / -0.481 Eh
**Energy above the lowest of the compared OMol25 structures with the same formula, charge and spin**: 0.0 kJ/mol
**Net charge**: +1
**Spin multiplicity**: 2